DFT (wB97M-V/def2-TZVPD) results for the molecule C5H9NO at a distorted geometry.

For the relative energy (zero: lowest compared OMol25 entry of this formula, charge and spin), the calculation gives 4.773 eV. The largest force on an atom comes out at 0.0203 Eh/bohr. The calculation puts the total energy at -325.7621 Eh. As for the net charge: 0. The orbital gap (spin up / spin down) comes out at 6.89 / 8.06 eV.

Structure (XYZ):
```
16
Properties=species:S:1:pos:R:3:forces:R:3
C 0.376 1.597 -0.139 0.1055 -0.1272 -0.0193
C -0.377 0.313 -0.104 0.0717 0.1246 -0.2840
C -1.746 0.295 -0.686 0.0532 -0.0949 0.0089
N 0.782 -1.892 -0.293 0.2221 -0.0299 -0.4475
C 1.467 -1.229 0.774 0.1465 0.0312 0.1336
C 0.007 -0.778 0.778 -0.7852 0.5422 0.4176
O -0.909 -1.185 1.519 0.4747 -0.2390 0.1218
H 0.096 2.129 0.788 0.0499 -0.0643 -0.1452
H 0.103 2.250 -0.975 0.0718 -0.2305 0.0879
H 1.458 1.453 -0.087 -0.1105 0.0510 -0.0505
H -1.692 0.658 -1.722 -0.0250 -0.0511 0.1705
H -2.433 0.970 -0.156 0.1507 -0.0928 -0.0026
H -2.157 -0.715 -0.644 -0.0061 0.1459 0.0149
H 1.032 -1.501 -1.202 0.1159 0.0782 0.1210
H 1.730 -1.842 1.638 -0.2594 -0.0082 -0.2418
H 2.262 -0.522 0.511 -0.2758 -0.0352 0.1149
```
Forces are in eV/Å.